The following is a DFT calculation (wB97M-V/def2-TZVPD) of a cluster of 13 separate species, C57H152N14O17 in total at a distorted geometry.

```
240
C57H152N14O17 wB97M-V/def2-TZVPD
C 5.242 -2.402 3.094
O 5.964 -3.319 3.536
N 5.501 -1.519 2.081
N 4.041 -2.071 3.765
H 4.729 -1.111 1.560
H 6.357 -1.759 1.515
H 3.485 -1.247 3.669
H 3.824 -2.740 4.498
C -2.610 2.768 -3.890
C -2.652 4.214 -3.408
C -3.695 4.987 -4.177
O -3.393 5.049 -5.553
C -4.428 5.673 -6.276
N -3.049 4.341 -2.035
H -2.084 2.063 -3.199
H -2.165 2.820 -4.898
H -3.652 2.501 -4.000
H -1.639 4.586 -3.624
H -3.804 5.981 -3.748
H -4.700 4.428 -4.016
H -4.526 6.738 -6.060
H -5.450 5.225 -6.168
H -4.151 5.635 -7.349
H -2.642 3.584 -1.489
H -4.070 4.299 -1.942
C 7.105 -0.111 -0.930
C 6.590 -0.984 -2.066
C 6.936 -0.519 -3.509
O 6.450 0.765 -3.731
C 6.707 1.109 -5.059
N 7.050 -2.412 -2.102
H 6.586 0.855 -0.987
H 8.187 -0.088 -0.973
H 6.860 -0.629 -0.006
H 5.443 -0.993 -2.075
H 6.419 -1.279 -4.162
H 8.011 -0.641 -3.753
H 6.397 2.156 -5.265
H 6.053 0.564 -5.763
H 7.737 0.914 -5.353
H 6.824 -2.977 -1.302
H 8.060 -2.510 -2.265
C 2.116 -4.736 -4.428
C 3.221 -3.746 -4.024
C 2.758 -2.735 -2.976
O 1.565 -2.015 -3.305
C 1.802 -1.047 -4.324
N 4.347 -4.465 -3.514
H 1.757 -5.390 -3.600
H 2.596 -5.464 -5.040
H 1.334 -4.222 -5.035
H 3.463 -3.227 -4.943
H 3.526 -1.997 -2.836
H 2.592 -3.201 -1.987
H 1.070 -0.239 -4.209
H 1.777 -1.646 -5.239
H 2.803 -0.548 -4.374
H 5.042 -3.916 -3.049
H 4.794 -4.927 -4.282
C -5.867 1.987 -1.029
C -6.346 3.342 -0.682
C -5.445 3.878 0.451
O -5.590 3.124 1.576
C -4.958 3.464 2.789
N -6.205 4.261 -1.824
H -4.832 1.967 -1.361
H -6.488 1.417 -1.682
H -5.903 1.345 -0.099
H -7.369 3.384 -0.287
H -5.709 4.972 0.527
H -4.365 3.806 0.094
H -4.153 4.187 2.621
H -4.495 2.558 3.196
H -5.713 3.898 3.496
H -6.827 5.062 -1.685
H -6.524 3.806 -2.669
C -3.164 3.448 6.592
C -1.671 3.048 6.311
C -0.814 4.172 5.941
O -1.099 4.767 4.710
C -0.096 5.551 4.112
N -1.061 2.327 7.427
H -3.867 2.676 6.876
H -3.532 3.839 5.696
H -3.270 4.255 7.281
H -1.645 2.343 5.480
H 0.202 3.722 6.100
H -0.854 4.877 6.824
H 0.614 4.916 3.644
H 0.438 6.248 4.836
H -0.565 6.123 3.316
H -1.730 1.660 7.762
H -0.794 2.862 8.205
C -6.112 -0.332 2.669
C -4.597 -0.490 2.615
C -3.989 -0.487 4.024
O -2.600 -0.390 3.867
C -1.932 -0.651 5.136
N -4.134 -1.733 1.861
H -6.443 -1.239 3.297
H -6.485 -0.449 1.647
H -6.426 0.630 3.156
H -4.251 0.388 2.109
H -4.334 -1.337 4.591
H -4.445 0.332 4.509
H -1.944 -1.712 5.318
H -2.354 -0.179 5.979
H -0.861 -0.410 4.966
H -4.639 -2.519 2.188
H -3.224 -1.822 2.239
C 0.137 -2.460 2.863
C 0.180 -3.484 3.990
C -1.092 -4.334 3.994
O -2.177 -3.465 4.142
C -3.322 -4.221 4.254
N 1.371 -4.428 3.893
H 0.973 -1.793 2.901
H -0.797 -1.968 2.857
H 0.249 -3.036 1.934
H 0.262 -2.982 5.001
H -1.047 -5.070 4.845
H -1.196 -4.962 3.093
H -3.471 -4.864 3.381
H -4.166 -3.546 4.346
H -3.305 -4.828 5.161
H 1.273 -5.027 3.068
H 2.223 -3.900 3.870
C -0.519 5.905 -0.541
C 0.740 5.054 -0.604
C 0.745 4.063 -1.764
O 1.872 3.252 -1.723
C 1.912 2.301 -2.724
N 1.844 5.967 -0.801
H -1.365 5.251 -0.378
H -0.718 6.461 -1.523
H -0.551 6.581 0.323
H 0.849 4.486 0.378
H 0.780 4.717 -2.669
H -0.244 3.527 -1.791
H 1.956 1.319 -2.235
H 2.780 2.391 -3.358
H 1.017 2.258 -3.302
H 2.019 6.445 0.059
H 2.710 5.475 -1.007
C -5.035 -5.936 -2.058
O -3.915 -6.148 -1.226
C -3.172 -7.311 -1.569
C -2.065 -7.530 -0.584
N -0.937 -6.650 -0.892
C -1.005 -5.335 -0.274
C 0.429 -4.817 -0.177
O 1.273 -5.319 0.851
C 2.651 -4.839 0.793
H -5.792 -5.365 -1.566
H -5.537 -6.875 -2.214
H -4.891 -5.417 -3.019
H -2.752 -7.341 -2.580
H -3.875 -8.186 -1.544
H -1.751 -8.586 -0.649
H -2.474 -7.445 0.391
H -0.043 -7.057 -0.589
H -1.398 -5.303 0.776
H -1.606 -4.564 -0.843
H 0.429 -3.709 -0.153
H 0.901 -5.032 -1.209
H 2.825 -3.846 1.264
H 2.925 -4.708 -0.229
H 3.314 -5.514 1.317
C 7.408 0.259 4.661
O 6.300 1.038 5.090
C 6.235 2.359 4.489
C 4.863 2.924 4.819
N 3.850 1.994 4.257
C 2.472 2.562 4.233
C 1.574 1.496 3.697
O 1.704 0.182 4.394
C 1.661 0.396 5.837
H 7.371 -0.598 5.322
H 8.376 0.697 4.704
H 7.162 -0.075 3.639
H 6.273 2.230 3.395
H 7.111 3.039 4.764
H 4.697 3.843 4.347
H 4.757 3.068 5.866
H 3.924 1.057 4.655
H 2.381 3.427 3.585
H 2.105 2.898 5.215
H 1.881 1.173 2.711
H 0.502 1.723 3.589
H 0.660 0.805 6.110
H 2.390 1.141 6.129
H 1.782 -0.543 6.367
C -1.940 -4.414 -3.571
O -2.618 -3.175 -3.767
C -2.078 -2.375 -4.782
C -2.973 -1.146 -4.966
N -2.184 -0.072 -5.554
C -1.862 -0.101 -6.953
C -0.661 0.795 -7.224
O 0.421 0.261 -6.643
C 1.397 1.220 -6.421
H -2.502 -5.087 -2.819
H -0.936 -4.204 -3.209
H -1.800 -4.944 -4.493
H -2.138 -2.938 -5.743
H -1.088 -2.043 -4.601
H -3.228 -0.920 -3.940
H -3.795 -1.353 -5.681
H -2.482 0.848 -5.327
H -2.758 0.210 -7.574
H -1.633 -1.165 -7.221
H -0.825 1.789 -6.725
H -0.548 0.866 -8.255
H 1.997 1.021 -5.537
H 0.976 2.236 -6.270
H 2.078 1.335 -7.237
C 3.567 1.324 0.650
O 3.271 -0.005 1.086
C 2.377 -0.741 0.271
C 0.943 -0.154 0.130
N 0.155 -1.048 -0.714
C -1.288 -0.932 -0.527
C -2.017 0.289 -1.225
O -1.465 1.512 -0.836
C -1.900 2.023 0.417
H 4.416 1.709 1.219
H 2.743 1.933 0.956
H 3.772 1.289 -0.438
H 2.284 -1.752 0.639
H 2.710 -0.883 -0.772
H 0.980 0.910 -0.304
H 0.422 -0.125 1.116
H 0.432 -0.934 -1.708
H -1.357 -0.890 0.567
H -1.793 -1.818 -0.958
H -3.082 0.298 -0.914
H -1.814 0.079 -2.267
H -1.273 2.861 0.648
H -1.846 1.345 1.221
H -2.859 2.401 0.299
```

Energy above the lowest of the compared OMol25 structures with the same formula, charge and spin in kcal per mole: 18.80
LUMO energy in eV: 0.59
Total charge: 0
Orbital gap in eV: 8.7
Strongest force on any atom in eV/A: 3.311
HOMO energy in eV: -8.08